# 1
{"formula": "C36H57N9O12", "method": "ωB97M-V/def2-TZVPD", "orbital_gap_ev": 7.90, "lumo_energy_ev": -0.99, "e_homo_ev": -8.9, "relative_energy_kj_mol": 398.8, "smiles": "O=[N+]([O-])c1ccccc1.O=[N+]([O-])c1ccccc1.O=[N+]([O-])c1ccccc1.CN(C)C=O.CN(C)C=O.CN(C)C=O.CN(C)C=O.CN(C)C=O.CN(C)C=O", "species": ["O", "N", "O", "C", "C", "C", "C", "C", "C", "H", "H", "H", "H", "H", "O", "N", "O", "C", "C", "C", "C", "C", "C", "H", "H", "H", "H", "H", "O", "N", "O", "C", "C", "C", "C", "C", "C", "H", "H", "H", "H", "H", "C", "N", "C", "C", "O", "H", "H", "H", "H", "H", "H", "H", "C", "N", "C", "C", "O", "H", "H", "H", "H", "H", "H", "H", "C", "N", "C", "C", "O", "H", "H", "H", "H", "H", "H", "H", "C", "N", "C", "C", "O", "H", "H", "H", "H", "H", "H", "H", "C", "N", "C", "C", "O", "H", "H", "H", "H", "H", "H", "H", "C", "N", "C", "C", "O", "H", "H", "H", "H", "H", "H", "H"], "positions_angstrom": [[1.7942, 5.7327, -5.5708], [2.5018, 4.8578, -5.0576], [3.4862, 4.4259, -5.5828], [2.0221, 4.1706, -3.7795], [2.9955, 3.6179, -2.8418], [2.5180, 3.0243, -1.6651], [1.1453, 2.8520, -1.3601], [0.2989, 3.3873, -2.3016], [0.6842, 4.1635, -3.4151], [4.0307, 3.7100, -3.1354], [3.3421, 2.6273, -1.0909], [0.8484, 2.1975, -0.5540], [-0.6898, 3.3098, -1.8739], [-0.1358, 4.6793, -3.8925], [0.0348, 1.3419, -7.5298], [-0.4766, 0.2520, -7.3838], [-0.9362, -0.3101, -8.3368], [-0.4881, -0.4453, -6.0481], [-0.4176, 0.2345, -4.8350], [-0.6084, -0.2952, -3.6110], [-0.8928, -1.6540, -3.5893], [-0.8894, -2.4465, -4.6801], [-0.7388, -1.8102, -5.9433], [-0.1425, 1.2766, -4.9028], [-0.6563, 0.2448, -2.6770], [-1.2240, -2.1953, -2.7153], [-1.2185, -3.4710, -4.7720], [-0.8486, -2.4268, -6.8232], [-0.8135, -5.7634, 0.8391], [-1.0743, -4.6604, 1.3578], [-2.1841, -4.1079, 1.2634], [-0.0672, -3.9734, 2.2050], [-0.4470, -3.0427, 3.1419], [0.5756, -2.4109, 3.9352], [1.8706, -2.6856, 3.6192], [2.2571, -3.6648, 2.6815], [1.2582, -4.3843, 2.0019], [-1.4771, -2.7777, 3.3288], [0.2628, -1.6807, 4.6669], [2.6332, -2.0875, 4.0958], [3.2885, -3.8490, 2.4193], [1.5693, -5.1213, 1.2764], [7.1023, -2.3990, 0.4511], [5.8259, -1.7106, 0.1807], [4.8324, -2.4724, -0.5801], [5.6577, -0.3594, 0.4863], [6.5196, 0.1278, 1.1776], [7.9399, -1.9892, 1.0156], [7.3896, -2.9255, -0.4590], [6.6989, -3.2020, 1.0680], [4.5151, -3.1937, 0.1730], [3.8457, -2.0795, -0.8252], [5.2155, -3.1288, -1.3614], [4.7897, 0.1168, 0.0047], [-0.3106, 0.5508, 1.7364], [-0.2254, -0.3514, 0.5159], [-1.5635, -0.8484, 0.1867], [0.8262, -0.6381, -0.2656], [1.9610, -0.1261, -0.1958], [-1.1644, 1.1707, 1.4629], [0.5780, 1.1103, 2.0289], [-0.5885, -0.0793, 2.5813], [-2.0125, -1.2259, 1.1054], [-2.2727, -0.0789, -0.1181], [-1.6112, -1.6922, -0.5016], [0.5223, -1.2267, -1.1451], [0.7705, 4.0291, 6.6012], [0.0177, 4.5165, 5.5569], [0.4269, 4.0151, 4.2482], [-1.1833, 5.2051, 5.6694], [-1.7560, 5.6712, 4.7161], [1.8541, 4.0052, 6.4857], [0.7934, 2.9410, 6.6617], [0.5793, 4.4825, 7.5738], [1.4770, 4.1592, 3.9939], [0.2282, 2.9435, 4.2293], [-0.2166, 4.4846, 3.5041], [-1.4019, 5.4770, 6.7136], [3.1831, -5.5803, -4.1368], [2.9037, -5.0072, -2.8451], [3.4439, -5.6822, -1.6906], [2.0804, -3.9485, -2.7587], [1.6667, -3.3650, -1.8013], [4.2658, -5.6808, -4.2121], [3.0169, -4.8867, -4.9611], [2.7529, -6.5767, -4.2374], [2.9098, -6.6060, -1.4680], [4.4969, -5.8794, -1.8917], [3.5030, -4.9114, -0.9222], [1.6247, -3.6839, -3.7254], [-5.9735, 0.0302, -0.2582], [-6.5217, 1.3404, -0.4708], [-7.2880, 1.9681, 0.6054], [-5.9511, 2.0204, -1.4422], [-6.0417, 3.2006, -1.4340], [-5.7550, -0.4706, -1.2014], [-6.5357, -0.6697, 0.3601], [-5.0829, 0.2667, 0.3240], [-7.7058, 2.8538, 0.1267], [-8.1210, 1.3423, 0.9255], [-6.6586, 2.1571, 1.4751], [-5.4308, 1.3858, -2.1761], [-4.4033, 2.6427, 4.7897], [-3.9397, 2.7167, 3.4599], [-3.6908, 1.4016, 2.8191], [-3.7596, 3.8731, 2.7551], [-3.5648, 3.9420, 1.5727], [-4.7198, 3.5816, 5.2441], [-3.7185, 2.1345, 5.4685], [-5.2901, 2.0154, 4.8801], [-3.2060, 1.4117, 1.8429], [-2.9257, 0.8968, 3.4088], [-4.6259, 0.8489, 2.7281], [-3.9885, 4.7980, 3.3068]], "atomic_forces_ev_per_a": [[0.487, -0.873, 1.257], [-2.195, 0.371, -0.155], [1.135, -0.444, 0.209], [0.966, 0.080, 1.571], [-2.576, 0.844, -1.549], [1.134, -0.156, -0.746], [2.702, -0.021, -1.844], [-0.563, 0.460, 1.550], [-0.292, -0.725, 0.346], [0.123, -0.236, 0.343], [-0.340, -0.207, 0.660], [-0.147, 0.345, 0.164], [-0.867, 0.418, -1.177], [0.394, 0.082, -0.642], [0.334, 0.485, 1.683], [0.932, 0.536, -0.126], [-1.034, -1.815, -0.287], [-0.697, -1.287, 0.907], [1.132, 2.917, -1.682], [-0.653, -1.694, 0.589], [-0.549, -0.997, 1.895], [-0.244, 0.982, -3.471], [0.215, -0.291, -0.425], [-0.178, 0.352, -0.022], [0.271, 0.423, -0.242], [0.289, 0.418, 0.674], [0.216, -0.149, 0.736], [0.005, 0.144, -0.230], [-0.094, 2.286, 0.989], [-1.701, -0.962, -0.371], [1.632, -0.666, 0.016], [0.521, -1.260, -0.692], [0.972, 0.776, 1.206], [-2.183, -0.989, -1.760], [1.529, -0.072, -0.103], [-1.546, -0.142, -0.219], [0.896, 1.438, 0.643], [-0.103, -0.201, -0.256], [0.240, 0.019, 0.081], [0.252, -0.129, 0.128], [0.088, 0.070, 0.270], [-0.470, -0.058, -0.054], [-1.951, -1.787, 0.301], [-0.454, 2.653, -1.594], [-0.077, -1.515, 1.857], [1.464, -2.629, -0.531], [-0.257, 1.645, 0.432], [-0.623, 0.905, -0.486], [0.462, 0.380, -0.168], [0.669, -0.637, 0.428], [-0.275, -0.747, 0.104], [0.559, 1.163, -0.267], [0.395, 0.611, -0.438], [-0.071, 0.009, 0.375], [-0.126, -1.139, -1.375], [-0.746, 0.439, 1.139], [-0.229, -0.444, 0.843], [1.550, 1.821, -0.793], [-1.572, -1.079, 0.472], [0.310, 0.538, 0.525], [0.052, -0.113, -0.698], [-0.075, -0.036, 0.039], [0.034, -0.252, 0.180], [0.317, 0.387, -0.435], [0.490, 0.240, -0.142], [0.265, -0.420, 0.315], [1.754, -1.638, 2.317], [-1.057, 0.820, -2.089], [-0.961, 0.038, -0.161], [2.380, 0.483, 0.010], [-0.877, -0.329, -0.087], [0.384, 1.585, -0.611], [-1.371, -0.649, 0.436], [-0.296, -0.102, -0.110], [-0.009, 0.326, 0.359], [0.060, -0.274, -0.103], [0.210, -0.008, -0.051], [-0.281, -0.313, 0.076], [1.281, 0.062, -0.059], [-0.217, 0.132, -0.314], [0.775, 1.041, -0.240], [-1.010, -0.614, -1.794], [0.100, 0.624, 2.200], [0.230, -0.411, 0.126], [-0.877, -0.172, 0.132], [-0.263, 0.150, -0.341], [-0.023, 0.174, 0.358], [0.034, -0.464, -0.109], [-0.608, -0.535, 0.549], [0.495, 0.021, -0.464], [0.619, -0.200, 0.873], [-1.841, -2.908, 1.329], [0.133, -0.063, -1.062], [-0.106, -0.189, 0.159], [0.395, 3.209, -1.492], [0.213, 0.106, 0.096], [-0.591, 0.358, -0.149], [0.702, -0.931, -0.059], [0.187, 0.293, 0.669], [0.124, -0.293, -0.184], [0.046, 0.447, -0.010], [0.146, 0.186, -0.197], [-0.783, -0.396, 1.486], [0.887, -0.643, -1.725], [0.394, 0.669, 0.343], [-1.475, 0.399, 0.534], [0.841, -0.422, -0.951], [0.438, 0.281, -0.393], [0.543, 0.221, 0.031], [-0.349, -0.139, -0.396], [-0.497, 0.909, -0.109], [-0.412, -0.458, 0.472], [0.108, -0.224, 0.235], [0.284, -0.226, 0.521]], "lowdin_charge": [0.0581, -0.3493, 0.0876, -0.0976, 0.0106, -0.0623, -0.0642, -0.0927, -0.0092, 0.1076, 0.0962, 0.0832, 0.1064, 0.1192, 0.0827, -0.3561, 0.0834, -0.1029, -0.0215, -0.0525, -0.1044, -0.0739, 0.0068, 0.1143, 0.1016, 0.0977, 0.1132, 0.1133, 0.0618, -0.3076, 0.0427, -0.1545, -0.0047, -0.0661, -0.0808, -0.0358, 0.0135, 0.1141, 0.1054, 0.1086, 0.0991, 0.1113, -0.0387, -0.1920, -0.0712, -0.3022, 0.0008, 0.0913, 0.0801, 0.0759, 0.0566, 0.0739, 0.0783, 0.1269, -0.0035, -0.1375, -0.0633, -0.3327, -0.0310, 0.0648, 0.0889, 0.0614, 0.0714, 0.0818, 0.0803, 0.1012, -0.1275, -0.1999, -0.0358, -0.3008, 0.0197, 0.0891, 0.0826, 0.0967, 0.0953, 0.0787, 0.0859, 0.1361, -0.0596, -0.1932, -0.0362, -0.3563, 0.0266, 0.0852, 0.0929, 0.0947, 0.1009, 0.0893, 0.0624, 0.1260, -0.0688, -0.2042, -0.0178, -0.3970, 0.0512, 0.0877, 0.0898, 0.0667, 0.0929, 0.0864, 0.0818, 0.1390, -0.0980, -0.1779, -0.0400, -0.3485, 0.0304, 0.0960, 0.0830, 0.0836, 0.0539, 0.0787, 0.0821, 0.1322]}

---

# 2
{"formula": "C36H58As2BrN4O4SeSi5W", "method": "ωB97M-V/def2-TZVPD", "orbital_gap_ev": [5.05, 5.06], "lumo_energy_ev": [-4.20, -4.20], "e_homo_ev": [-9.3, -9.3], "total_charge": 1, "species": ["W", "O", "C", "O", "C", "C", "N", "N", "C", "C", "O", "O", "H", "H", "H", "Br", "C", "C", "C", "C", "C", "C", "C", "C", "C", "C", "H", "H", "H", "H", "H", "H", "C", "Si", "C", "C", "As", "Si", "C", "C", "C", "Si", "C", "C", "C", "H", "H", "H", "H", "H", "H", "H", "H", "H", "H", "H", "H", "H", "H", "H", "H", "H", "H", "H", "H", "H", "H", "H", "H", "H", "H", "H", "C", "Si", "C", "C", "As", "Si", "C", "C", "C", "H", "H", "H", "H", "H", "H", "H", "H", "H", "H", "H", "H", "H", "H", "H", "H", "H", "H", "Se", "N", "C", "C", "C", "C", "C", "C", "N", "H", "H", "H", "H"], "positions_angstrom": [[-0.7296, -0.0888, 0.0731], [0.4672, 6.7826, 0.4920], [-0.2454, 5.6776, 0.7936], [-1.2070, 5.7438, 1.5038], [0.2821, 4.4126, 0.2485], [1.5103, 4.1742, -0.3147], [1.6728, 2.8428, -0.4926], [0.5337, 2.1324, -0.1087], [-0.3475, 3.1278, 0.3261], [-1.6882, 2.7133, 0.5334], [-2.6957, 3.3640, 0.7403], [-1.7320, 1.3266, 0.3982], [1.2209, 6.6279, -0.0909], [2.3134, 4.8301, -0.5868], [2.3210, 2.4161, -1.1362], [2.4384, -0.0711, -0.1661], [2.7662, -1.9786, -0.2845], [4.0625, -2.3716, -0.4710], [4.3486, -3.7382, -0.5436], [3.3283, -4.6356, -0.4072], [1.9967, -4.2226, -0.2107], [0.9797, -5.1868, -0.0862], [-0.3023, -4.7710, 0.1019], [-0.6038, -3.4033, 0.1749], [0.3017, -2.3395, 0.0471], [1.6547, -2.8336, -0.1510], [4.8460, -1.6361, -0.5618], [5.3636, -4.0614, -0.7069], [3.5189, -5.6944, -0.4658], [1.2250, -6.2356, -0.1424], [-1.1116, -5.4798, 0.1950], [-1.6571, -3.2297, 0.3793], [2.0223, -2.8740, 3.5173], [0.2963, -2.1226, 3.9034], [0.1758, -1.9786, 5.8159], [-1.0041, -3.4690, 3.4830], [0.1633, -0.0615, 2.4081], [2.3007, 0.9327, 3.4247], [2.4998, 2.7925, 2.9967], [2.2779, 0.7516, 5.3299], [3.9026, 0.0595, 2.8027], [-1.5894, 1.4060, 3.4479], [-3.3852, 1.3257, 2.8048], [-1.7362, 0.8396, 5.2698], [-0.8656, 3.1690, 3.5460], [2.0704, -3.8909, 3.8932], [2.8259, -2.3208, 3.9909], [2.2249, -2.9183, 2.4501], [0.2994, -2.9743, 6.2319], [-0.7866, -1.6119, 6.1499], [0.9363, -1.3481, 6.2552], [-0.5344, -4.4468, 3.5002], [-1.4628, -3.3571, 2.5103], [-1.8087, -3.4810, 4.2106], [2.0587, 3.4242, 3.7603], [2.0598, 3.0605, 2.0435], [3.5527, 3.0488, 2.9407], [1.3022, 0.9807, 5.7408], [2.9910, 1.4330, 5.7786], [2.5593, -0.2484, 5.6336], [4.3657, 0.6098, 1.9921], [3.7342, -0.9509, 2.4510], [4.6330, 0.0130, 3.6023], [-4.0562, 0.9161, 3.5544], [-3.5085, 0.7311, 1.9020], [-3.7299, 2.3257, 2.5537], [-2.3422, -0.0509, 5.3964], [-2.2071, 1.6289, 5.8432], [-0.7577, 0.6533, 5.6967], [-0.1357, 3.3918, 2.7767], [-0.3972, 3.3304, 4.5121], [-1.6521, 3.9102, 3.4323], [-1.9028, -2.3582, -4.5728], [-0.2438, -1.4615, -4.2049], [1.1215, -2.7533, -3.7895], [0.4169, -0.2862, -5.5661], [-0.2359, 0.0661, -2.2808], [-2.0821, 1.5833, -2.6540], [-2.6394, 1.4313, -4.4770], [-3.7462, 1.4377, -1.6997], [-1.4214, 3.3808, -2.5296], [-2.0883, -2.4249, -5.6388], [-2.7531, -1.8406, -4.1252], [-1.9011, -3.3702, -4.1795], [1.3549, -3.3833, -4.6395], [0.8313, -3.4104, -2.9740], [2.0329, -2.2340, -3.4991], [0.6682, -0.7676, -6.5028], [1.3044, 0.1973, -5.1578], [-0.3104, 0.4939, -5.7646], [-2.8449, 0.4097, -4.7745], [-1.8726, 1.8282, -5.1311], [-3.5392, 2.0156, -4.6350], [-4.4877, 0.8820, -2.2722], [-4.1472, 2.4323, -1.5151], [-3.6706, 0.9651, -0.7163], [-0.3409, 3.4097, -2.4047], [-1.8886, 3.9212, -1.7136], [-1.6479, 3.9280, -3.4382], [-2.7054, -1.5983, -1.3383], [-2.3913, -1.1504, 0.4704], [-3.4174, -1.7410, 1.1839], [-3.5029, -1.7597, 2.5683], [-4.5783, -2.3904, 3.1691], [-5.5637, -3.0102, 2.4059], [-5.4892, -3.0287, 1.0321], [-4.3984, -2.4265, 0.3946], [-4.1912, -2.4620, -0.9271], [-2.7320, -1.2902, 3.1739], [-4.6374, -2.4115, 4.2458], [-6.3875, -3.4978, 2.9028], [-6.2367, -3.5098, 0.4218]], "atomic_forces_ev_per_a": [[5.484, -3.509, 0.382], [-0.049, 0.222, 0.051], [-0.190, 0.460, 0.248], [0.378, -0.054, -0.324], [-0.443, -1.137, 0.011], [0.095, -0.723, 0.060], [-2.501, -0.476, 0.538], [-0.772, 3.574, 0.089], [4.451, -0.476, -1.301], [-3.780, -0.133, 0.819], [2.347, -1.227, -0.653], [-2.798, 5.001, 1.268], [-0.194, -0.078, 0.029], [0.178, 0.211, -0.020], [0.172, -0.350, 0.150], [0.470, -0.867, -0.091], [0.268, 0.694, -0.045], [-0.297, 0.461, 0.059], [-0.161, -0.281, 0.023], [0.298, 0.106, -0.102], [-0.241, 0.305, 0.003], [-0.349, -0.058, 0.016], [0.388, -0.159, -0.050], [0.050, 0.730, 0.051], [-0.724, -0.727, -0.190], [-0.344, 0.534, 0.091], [0.078, 0.057, -0.008], [0.112, -0.077, 0.000], [0.079, -0.196, 0.017], [0.087, -0.138, -0.021], [-0.041, -0.142, 0.042], [0.273, 0.051, -0.087], [-0.654, 0.560, -0.015], [0.235, -1.021, -0.039], [0.003, 0.442, -0.805], [0.184, 0.706, -0.057], [0.494, -0.300, 3.215], [0.642, 0.222, -0.179], [-0.303, -0.652, 0.153], [-0.371, -0.030, -0.921], [-0.815, 0.207, 0.062], [0.002, -0.176, 1.502], [0.424, 0.015, -0.380], [0.285, 0.125, -0.784], [-0.337, -0.452, -0.425], [-0.165, -0.213, 0.170], [0.143, 0.158, 0.114], [-0.029, 0.037, -0.160], [0.070, -0.314, -0.151], [-0.225, 0.044, 0.005], [0.130, 0.110, 0.089], [0.281, -0.145, 0.055], [0.047, 0.024, -0.153], [-0.108, 0.070, 0.255], [-0.163, 0.071, 0.122], [-0.131, -0.004, -0.163], [0.305, -0.140, 0.045], [-0.169, 0.044, 0.165], [0.244, 0.282, -0.099], [0.045, -0.232, 0.004], [-0.050, 0.187, -0.184], [-0.039, -0.198, -0.059], [0.036, 0.027, 0.402], [0.120, -0.073, 0.261], [-0.014, 0.122, 0.057], [0.044, 0.125, 0.070], [-0.096, -0.239, -0.063], [-0.162, 0.303, 0.111], [0.113, -0.030, 0.160], [0.130, -0.002, 0.022], [0.110, -0.147, 0.186], [-0.216, 0.062, 0.009], [0.474, 0.540, 0.286], [0.466, -0.475, 0.178], [-0.670, 0.726, -0.013], [-0.504, -0.294, 0.863], [0.003, -0.099, -2.507], [-0.777, 0.702, -1.124], [0.547, -0.171, 0.630], [0.480, -0.286, 0.297], [0.002, -0.558, 0.264], [0.009, 0.044, -0.265], [-0.050, 0.052, -0.127], [0.135, -0.159, 0.122], [-0.015, -0.072, -0.341], [-0.120, -0.018, 0.202], [0.124, 0.053, 0.065], [0.043, -0.261, -0.132], [0.111, -0.019, -0.045], [-0.097, 0.114, -0.112], [-0.087, -0.232, -0.092], [0.167, 0.075, -0.195], [-0.227, 0.163, 0.109], [0.062, -0.026, -0.176], [0.036, 0.225, -0.120], [-0.127, 0.140, -0.184], [0.074, -0.003, 0.003], [-0.070, 0.176, 0.116], [-0.166, -0.055, -0.275], [-1.184, -0.561, 1.288], [-2.846, -1.881, -1.944], [1.800, 0.899, -0.951], [-0.567, -0.057, 1.432], [1.385, 0.772, -0.124], [-0.685, -0.426, -1.157], [-0.624, -0.417, 0.913], [0.654, 0.363, -0.780], [0.247, 0.063, 0.281], [-0.154, -0.087, -0.171], [-0.022, -0.012, 0.134], [-0.119, -0.025, 0.012], [-0.076, -0.089, -0.011]], "lowdin_charge": [0.7968, 0.1417, -0.4596, 0.1620, -0.0632, -0.0118, 0.0199, -0.0316, -0.1683, -0.4968, 0.1596, -0.4305, 0.1038, 0.1443, 0.1124, 0.7998, -0.5271, -0.1240, -0.0636, -0.0238, -0.1849, -0.0337, -0.0744, -0.2176, -0.2538, -0.2701, 0.1023, 0.1103, 0.1165, 0.1153, 0.1115, 0.0321, -0.1940, 0.4678, -0.1952, -0.1951, 0.7593, 0.4565, -0.1981, -0.1983, -0.2438, 0.4456, -0.1797, -0.2174, -0.1826, 0.0378, 0.0109, 0.0086, 0.0412, 0.0083, -0.0011, 0.0400, -0.0171, 0.0247, 0.0261, -0.0189, 0.0361, 0.0049, 0.0404, 0.0131, 0.0016, -0.0150, 0.0363, 0.0417, 0.0020, 0.0364, 0.0192, 0.0397, -0.0104, -0.0128, 0.0420, 0.0433, -0.2329, 0.3854, -0.2083, -0.2192, 0.6257, 0.3429, -0.2120, -0.2284, -0.1867, 0.0306, -0.0279, 0.0265, 0.0285, 0.0137, 0.0207, 0.0298, 0.0201, -0.0050, 0.0087, 0.0147, 0.0385, 0.0322, 0.0423, -0.0164, 0.0096, 0.0234, 0.0391, 1.1036, -0.3649, -0.3100, -0.0675, -0.0318, -0.0488, 0.0068, -0.3580, -0.1591, 0.0785, 0.1196, 0.1146, 0.1240]}